[1]
{"formula": "C32H50BrClF11N2O6", "method": "ωB97M-V with the def2-TZVPD basis set", "species": ["C", "C", "C", "O", "C", "C", "C", "C", "F", "F", "C", "F", "F", "C", "F", "F", "C", "F", "F", "F", "N", "C", "O", "F", "C", "O", "F", "C", "O", "O", "C", "Cl", "C", "N", "C", "O", "C", "C", "Br", "C", "C", "H", "H", "H", "H", "H", "H", "H", "H", "H", "H", "H", "H", "H", "H", "H", "H", "H", "H", "H", "H", "H", "H", "C", "C", "C", "C", "C", "C", "H", "H", "H", "H", "H", "H", "H", "H", "H", "H", "H", "H", "H", "H", "C", "C", "C", "C", "C", "C", "H", "H", "H", "H", "H", "H", "H", "H", "H", "H", "H", "H", "H", "H"], "coordinates": [[1.33766, -1.56539, 3.83625], [0.66937, -1.22066, 2.63843], [-0.40467, -2.14030, 1.86927], [-0.02445, -2.29965, 0.48128], [1.22303, -2.98545, 0.33832], [2.44620, -1.97765, -0.06233], [3.61502, -2.12391, 1.04202], [4.48533, -0.80146, 1.25071], [3.58892, 0.29567, 1.38814], [5.22526, -0.58963, 0.02199], [5.58284, -0.91432, 2.41900], [5.19602, -1.81676, 3.47075], [6.73377, -1.53741, 1.81766], [5.96168, 0.46734, 3.13721], [4.86046, 1.07073, 3.82746], [6.89925, 0.12960, 4.17981], [6.70856, 1.54175, 2.21187], [6.94916, 2.69293, 3.03604], [5.95649, 1.98713, 1.11025], [7.99211, 1.04497, 1.86241], [0.99684, -4.05524, -0.71688], [0.66788, -3.46442, -2.03147], [1.45597, -3.19416, -2.95357], [-0.71108, -3.13351, -2.24995], [2.12289, -5.01252, -0.76240], [3.27474, -4.80441, -1.18151], [1.85284, -6.31882, -0.25029], [-0.76277, -3.50399, 2.63401], [-0.72378, -4.66319, 2.10477], [-1.13982, -3.42811, 3.98062], [-1.78838, -1.25576, 1.85272], [-1.52749, -0.00328, 0.48203], [-3.08090, -2.16175, 1.47852], [-2.94745, -2.87262, 0.17401], [-3.30020, -4.32351, 0.25969], [-1.87436, -0.65350, 3.14941], [-2.98476, 0.26173, 3.26545], [-2.50529, 1.74477, 3.74791], [-2.57226, 1.92720, 5.75954], [-3.50496, 2.84556, 3.14561], [-2.77605, 4.24817, 2.76089], [1.51454, -2.61500, 4.23624], [1.79675, -0.70262, 4.45281], [0.95757, -0.21435, 2.15768], [1.57837, -3.54096, 1.27135], [2.91995, -2.23902, -1.06911], [2.04387, -0.90527, -0.16202], [4.35161, -2.93915, 0.67776], [3.21994, -2.43069, 2.07914], [-3.39160, -2.85286, 2.35329], [-3.97657, -1.43316, 1.35607], [-3.57509, -2.41484, -0.51459], [-3.83740, -4.63488, 1.21739], [-4.02801, -4.57271, -0.60875], [-2.33169, -4.92916, 0.08463], [-3.57997, 0.42914, 2.30863], [-3.65574, -0.13357, 4.11666], [-1.39784, 1.92804, 3.47396], [-4.30826, 3.04751, 3.94801], [-4.05702, 2.51474, 2.19295], [-3.53253, 5.11343, 2.90220], [-2.53225, 4.21075, 1.64742], [-1.88320, 4.44114, 3.44308], [2.47350, -6.40415, -8.95250], [1.86214, -7.04103, -7.71133], [1.03341, -6.05553, -6.88432], [1.82063, -4.87376, -6.30865], [3.00208, -5.25894, -5.41647], [2.57928, -6.02326, -4.16940], [3.16658, -5.59988, -8.69593], [3.03197, -7.15186, -9.52158], [1.69631, -5.99639, -9.60445], [2.64930, -7.49284, -7.10051], [1.20924, -7.86278, -8.02732], [0.54605, -6.60181, -6.07001], [0.22152, -5.66087, -7.50619], [1.13130, -4.24560, -5.73398], [2.18875, -4.24526, -7.12705], [3.51750, -4.34354, -5.10614], [3.73474, -5.84739, -5.97707], [1.89108, -5.43160, -3.56322], [3.45510, -6.25166, -3.55586], [2.09494, -6.97062, -4.41944], [-4.20862, 10.71188, -0.73044], [-4.11166, 10.84819, 0.78345], [-2.97962, 10.01192, 1.38432], [-3.11930, 8.49903, 1.18624], [-4.40990, 7.89238, 1.73977], [-4.53905, 8.04978, 3.24933], [-4.42704, 9.68504, -1.03198], [-5.01205, 11.34606, -1.11353], [-3.27677, 11.02259, -1.21026], [-5.07058, 10.58770, 1.24130], [-3.93128, 11.90134, 1.02738], [-2.90581, 10.23565, 2.45379], [-2.02716, 10.33202, 0.94654], [-2.26298, 8.00721, 1.66094], [-3.04895, 8.26117, 0.11942], [-4.42490, 6.82408, 1.49808], [-5.28459, 8.32901, 1.24895], [-3.70011, 7.57131, 3.76232], [-5.46224, 7.57899, 3.59927], [-4.57184, 9.10072, 3.54612]], "forces_ev_per_a": [[-0.60, 1.11, -1.97], [1.38, -1.10, 1.97], [-0.13, 1.21, 1.07], [1.69, -1.18, 0.89], [0.57, 0.59, 0.48], [0.22, 0.27, 0.08], [0.71, -0.09, 0.26], [-1.41, -0.85, -2.10], [2.29, -1.66, 0.19], [-1.29, 0.13, 2.50], [0.47, -1.63, 0.50], [0.52, 2.26, -2.53], [-2.42, 1.80, 1.59], [0.54, -0.05, 2.42], [2.52, -1.58, -2.22], [-1.91, 0.81, -2.45], [1.12, 2.08, 0.50], [-0.60, -2.73, -2.09], [2.19, -1.49, 2.64], [-3.52, 1.26, 0.32], [0.20, -0.38, -1.47], [1.19, 1.31, -2.75], [-3.13, -1.31, 3.68], [3.34, -1.16, 1.30], [3.39, -0.29, -1.14], [-4.80, -0.76, 1.85], [-0.09, 3.38, -1.06], [-1.44, -3.27, 5.52], [0.58, 3.36, -0.54], [1.69, 1.19, -5.86], [0.57, -1.76, 0.62], [-0.56, -0.12, 0.81], [-1.12, 1.25, -0.10], [-1.23, -0.01, 0.90], [0.11, -0.84, -1.34], [-1.13, 0.58, -2.38], [-0.37, 0.95, 1.65], [-0.15, -0.35, -1.44], [0.21, -0.18, -1.00], [-0.09, 1.00, 0.34], [-1.11, -0.28, 0.24], [-1.15, 1.52, -0.42], [-0.29, -1.53, -1.36], [-1.16, -1.45, 0.92], [-1.00, 0.56, -1.14], [-0.86, 0.22, 1.38], [0.54, -1.67, 0.43], [-1.12, 1.30, 0.70], [0.46, 0.58, -1.68], [1.15, 1.05, -1.32], [1.46, -0.87, 0.45], [0.79, -0.49, 0.86], [0.96, 0.47, -1.10], [1.15, 0.34, 1.30], [-1.69, 0.75, 0.68], [0.99, -0.50, 1.21], [0.79, 0.49, -1.52], [-1.92, -0.34, 0.37], [1.21, -0.34, -1.33], [0.97, 0.07, 1.48], [1.26, -1.37, -0.19], [0.16, 0.15, 1.63], [-1.08, -0.25, -1.14], [0.16, -0.16, -0.04], [-0.22, 0.08, -0.07], [0.02, -0.07, 0.14], [0.05, 0.04, -0.10], [-0.17, 0.16, 0.10], [0.21, -0.23, 0.04], [-0.05, -0.02, -0.03], [-0.01, 0.09, -0.05], [0.04, 0.04, 0.04], [-0.04, 0.05, 0.03], [0.06, 0.02, 0.06], [0.03, 0.05, -0.02], [0.04, -0.04, -0.01], [0.08, -0.03, 0.01], [-0.06, -0.03, 0.01], [-0.04, -0.06, -0.04], [-0.02, 0.01, -0.05], [0.06, -0.10, -0.15], [-0.14, 0.00, 0.04], [0.01, 0.03, 0.01], [-0.21, 0.08, -0.02], [0.23, 0.06, -0.03], [-0.05, -0.01, 0.14], [-0.04, 0.00, -0.14], [0.16, -0.07, 0.06], [-0.20, -0.06, 0.02], [0.04, 0.05, -0.01], [0.06, -0.05, -0.07], [-0.03, -0.06, 0.01], [0.05, -0.03, 0.02], [-0.05, -0.08, 0.03], [0.01, -0.04, -0.04], [-0.06, 0.01, 0.00], [-0.06, -0.01, -0.01], [0.03, 0.03, 0.06], [-0.01, 0.10, -0.04], [0.04, 0.01, -0.04], [-0.04, 0.07, 0.00], [0.10, 0.04, 0.06], [0.02, -0.05, 0.01]], "homo_energy_ev": -4.8, "mol_weight_da": 883.095, "charge": -1, "orbital_gap_ev": 6.944}

[2]
{"formula": "C32H50I2N8O4PSeV", "method": "ωB97M-V with the def2-TZVPD basis set", "species": ["V", "I", "C", "I", "H", "H", "N", "C", "N", "C", "N", "N", "C", "N", "C", "C", "C", "C", "C", "N", "H", "H", "H", "H", "H", "H", "H", "H", "C", "C", "C", "C", "N", "C", "Se", "N", "C", "C", "C", "C", "C", "C", "C", "C", "C", "C", "H", "H", "H", "H", "H", "H", "H", "H", "H", "H", "H", "H", "H", "H", "H", "H", "H", "H", "H", "H", "H", "H", "C", "C", "C", "C", "O", "P", "O", "O", "O", "C", "C", "C", "C", "H", "H", "H", "H", "H", "H", "H", "H", "H", "H", "H", "H", "H", "H", "H", "H", "H", "H"], "coordinates": [[0.69444, 1.52573, 0.78798], [1.49943, 2.59547, 4.06092], [3.39916, 2.00683, 3.32404], [3.76333, 2.60289, 1.31882], [3.45913, 0.92613, 3.35927], [4.15080, 2.48168, 3.94088], [1.11074, -0.86537, -1.49641], [1.28505, 0.35690, -2.00637], [1.60249, 0.45326, -3.28985], [1.79481, 1.68326, -3.76404], [2.13252, 1.82755, -5.03714], [1.66402, 2.83148, -3.03512], [1.31870, 2.65276, -1.79789], [1.10876, 1.45452, -1.20796], [1.10165, 3.85113, -0.94456], [1.39017, 5.11673, -1.40833], [1.13149, 6.19615, -0.57126], [0.59013, 5.96439, 0.68216], [0.35112, 4.65852, 1.07902], [0.61613, 3.61911, 0.28830], [1.31033, -1.63350, -2.11890], [1.10204, -1.08949, -0.50244], [2.27584, 1.01455, -5.61186], [2.31441, 2.74627, -5.40429], [1.79368, 5.24012, -2.40316], [1.34565, 7.20513, -0.89879], [0.36278, 6.77745, 1.35701], [-0.04954, 4.43422, 2.05512], [-5.15777, -1.40476, -0.44240], [-4.56829, -2.46047, 0.49180], [-3.31804, -2.02075, 1.25503], [-2.01312, -2.04423, 0.47046], [-1.99502, -1.17460, -0.71678], [-1.89040, 0.15775, -0.72133], [-1.72475, 1.24159, 0.82211], [-1.91106, 0.60712, -1.98664], [-1.92358, 2.00068, -2.43786], [-3.30691, 2.43948, -2.90302], [-4.35246, 2.40737, -1.79248], [-5.69042, 2.97622, -2.24877], [-2.02624, -0.48484, -2.83756], [-2.07071, -0.56838, -4.22684], [-2.17381, -1.83466, -4.76378], [-2.23357, -2.97773, -3.95120], [-2.18761, -2.89454, -2.57506], [-2.07617, -1.61697, -2.03215], [-6.15595, -1.69640, -0.76961], [-4.56242, -1.24853, -1.34609], [-5.25371, -0.44508, 0.07387], [-4.36172, -3.38486, -0.05691], [-5.32745, -2.72176, 1.23064], [-3.15635, -2.69131, 2.10357], [-3.47638, -1.02897, 1.68290], [-1.80923, -3.04729, 0.10202], [-1.15989, -1.76241, 1.08663], [-1.18140, 2.08667, -3.23460], [-1.59535, 2.60605, -1.59517], [-3.63306, 1.81090, -3.73572], [-3.21492, 3.45267, -3.30306], [-3.98085, 2.96616, -0.92742], [-4.49390, 1.37623, -1.45569], [-5.59272, 4.02117, -2.54920], [-6.43356, 2.92629, -1.45251], [-6.08244, 2.42108, -3.10340], [-2.03487, 0.31106, -4.85699], [-2.21688, -1.95315, -5.83857], [-2.32229, -3.94908, -4.41964], [-2.24152, -3.78142, -1.95801], [1.72068, -1.64315, 5.77480], [1.21066, -2.05707, 4.40715], [-0.18290, -1.50976, 4.14194], [1.28778, -3.55843, 4.19972], [2.17379, -1.42907, 3.47048], [2.07179, -1.26047, 1.92184], [1.30273, -2.25582, 1.14653], [1.43459, 0.17397, 1.71032], [3.55288, -0.98703, 1.48773], [4.56175, -2.00769, 1.11065], [5.87167, -1.24609, 1.15955], [4.52087, -3.13415, 2.12714], [4.24012, -2.48759, -0.29318], [1.18633, -2.19304, 6.55004], [1.57019, -0.57545, 5.94184], [2.78369, -1.87076, 5.86459], [-0.84319, -1.79078, 4.96348], [-0.59074, -1.92258, 3.21846], [-0.16542, -0.41868, 4.08083], [0.59072, -4.05374, 4.87756], [2.29186, -3.92688, 4.41474], [1.01776, -3.82136, 3.17556], [6.05813, -0.86806, 2.16564], [5.85383, -0.40627, 0.46317], [6.69343, -1.90706, 0.88417], [4.69020, -2.75203, 3.13466], [5.30373, -3.85715, 1.89780], [3.56265, -3.65892, 2.09792], [4.20228, -1.64072, -0.98257], [3.28946, -3.02165, -0.31605], [5.02621, -3.16277, -0.63220]], "forces_ev_per_a": [[0.11, 0.47, 0.39], [-0.04, -0.04, -0.09], [0.01, 0.02, -0.01], [-0.08, -0.04, 0.00], [-0.02, -0.03, 0.00], [0.03, 0.00, 0.02], [0.06, 0.28, -0.04], [0.04, -0.21, 0.02], [-0.02, 0.04, -0.07], [0.00, 0.00, 0.07], [0.00, 0.02, -0.01], [0.02, -0.01, -0.11], [0.01, -0.06, -0.09], [0.01, -0.10, 0.27], [0.08, -0.01, -0.11], [-0.12, 0.08, 0.03], [0.01, 0.01, 0.03], [0.00, 0.00, -0.02], [0.00, 0.05, -0.04], [0.19, -0.28, -0.11], [0.00, 0.01, -0.03], [-0.06, -0.06, 0.01], [0.00, -0.02, -0.01], [0.00, -0.01, 0.00], [-0.02, -0.01, 0.03], [0.00, -0.02, 0.01], [0.00, -0.01, -0.01], [-0.02, -0.01, 0.07], [-0.01, 0.04, -0.04], [-0.01, -0.01, 0.01], [0.03, -0.04, -0.02], [0.05, 0.00, 0.00], [-0.04, 0.05, 0.02], [0.09, 0.01, 0.00], [-0.13, -0.12, 0.04], [-0.06, -0.03, 0.02], [-0.04, -0.05, 0.00], [-0.01, -0.01, 0.01], [0.00, 0.01, -0.03], [-0.03, 0.00, 0.00], [0.02, -0.08, -0.06], [0.00, 0.04, 0.00], [0.00, 0.03, -0.06], [0.00, -0.06, 0.00], [0.01, 0.00, 0.03], [-0.04, 0.01, -0.02], [0.03, 0.00, 0.00], [-0.02, -0.01, 0.06], [0.00, -0.02, 0.00], [0.00, 0.01, -0.02], [0.00, 0.00, 0.00], [0.00, 0.00, -0.02], [0.00, 0.07, 0.01], [0.01, -0.04, -0.01], [-0.02, 0.01, 0.02], [-0.03, 0.00, -0.03], [0.01, 0.05, 0.03], [-0.01, 0.01, -0.01], [0.02, 0.01, 0.03], [-0.01, 0.03, -0.01], [0.00, -0.03, 0.02], [0.01, -0.02, 0.01], [0.03, 0.00, -0.03], [0.02, 0.00, 0.02], [0.00, -0.04, 0.02], [0.00, 0.01, 0.03], [0.00, 0.02, 0.02], [0.00, 0.03, -0.02], [0.02, -0.04, 0.00], [0.00, -0.02, -0.04], [0.03, 0.00, 0.02], [-0.07, -0.03, 0.04], [0.06, 0.00, -0.06], [-0.03, 0.19, -0.04], [0.05, -0.02, -0.03], [-0.05, -0.02, -0.05], [-0.15, 0.08, -0.10], [-0.05, 0.00, 0.12], [0.02, -0.03, 0.00], [0.05, -0.07, -0.01], [0.02, 0.01, -0.03], [-0.01, 0.03, -0.02], [0.02, 0.00, -0.02], [-0.05, -0.01, 0.01], [0.01, -0.03, -0.03], [-0.01, 0.05, -0.02], [0.01, -0.06, 0.01], [0.02, 0.00, 0.00], [-0.03, 0.02, -0.01], [0.02, 0.01, 0.04], [-0.01, -0.01, -0.02], [0.00, -0.02, 0.01], [0.00, 0.01, 0.00], [-0.01, -0.01, -0.03], [0.00, 0.00, 0.00], [0.04, 0.02, -0.01], [-0.01, -0.02, 0.02], [0.02, 0.02, 0.01], [-0.01, -0.01, 0.00]], "homo_energy_ev": [-13.9, -13.9], "mol_weight_da": 1025.490, "relative_energy_kcal_mol": 6.0, "charge": 2, "multiplicity": 3, "s2": 2.0196, "orbital_gap_ev": [7.390, 7.738]}